Record 1
This record from the Open Molecules 2025 dataset describes 10 unconnected molecules or ions with the total composition C33H55N10O9 at a distorted geometry. The level of theory is ωB97M-V with the def2-TZVPD basis set.

Computed properties:
**Energy relative to the best compared isomer or geometry (same formula, charge and spin)**: 33.44 kcal/mol
**Total charge**: +1
**HOMO**: -0.350 Ha
**Frontier orbital gap**: 3.728 eV
**LUMO energy**: -0.2128 Ha

```
107
Properties=species:S:1:pos:R:3:forces:R:3
C -0.152 1.895 -0.353 2.35 2.10 -4.66
C 0.737 0.719 -0.846 3.56 2.30 1.48
C 1.370 -0.091 0.327 -6.49 -2.03 -3.02
C 0.216 -0.892 0.996 0.22 1.15 1.23
C -0.232 -1.861 -0.051 -2.11 -2.27 4.06
C -0.757 -1.268 -1.242 -3.39 -1.51 -2.49
N 0.033 -0.114 -1.713 -3.34 0.85 -6.21
O -0.169 0.279 -2.938 1.25 -2.03 5.70
C -2.193 -0.713 -0.974 -0.72 -2.98 -0.27
C -0.985 -2.308 -2.432 4.26 -0.56 3.49
C 1.961 1.346 -1.571 0.40 -0.15 -0.89
H 0.398 2.595 0.316 0.25 -0.23 -1.42
H -0.873 1.631 0.236 -4.53 -2.19 3.30
H -0.671 2.326 -1.330 1.43 -0.21 2.21
H 1.710 0.478 1.019 2.49 4.43 4.12
H 2.108 -0.773 0.100 1.66 -1.35 -1.19
H -0.620 -0.291 1.545 1.51 -0.89 -1.24
H 0.813 -1.377 1.763 -0.67 -0.60 0.48
H -0.936 -2.714 0.390 0.66 2.17 -1.00
H 0.578 -2.455 -0.200 2.83 -1.68 -1.13
H -2.428 -0.271 -1.871 -1.37 0.75 -2.26
H -2.193 0.027 -0.318 0.29 3.40 3.27
H -3.044 -1.392 -0.549 2.20 0.44 -1.15
H -1.463 -3.228 -2.210 -1.22 -0.38 1.28
H 0.051 -2.733 -2.475 -0.46 0.59 -1.41
H -1.458 -1.928 -3.241 -0.78 1.42 -2.72
H 2.528 0.407 -1.865 0.06 1.69 -0.02
H 2.475 1.951 -0.817 0.26 -0.70 0.20
H 1.843 2.123 -2.387 -0.57 -1.51 0.52
N -2.713 -4.259 4.810 -2.88 -1.49 4.10
C -1.630 -3.509 5.220 2.37 -2.61 -8.32
C -0.677 -3.591 3.988 -3.61 -2.29 1.89
C -1.388 -4.556 2.967 0.14 1.55 4.28
C -2.594 -4.999 3.642 3.67 3.21 -0.29
H -3.619 -4.466 5.555 3.63 0.83 -3.05
H -1.543 -3.012 6.101 0.04 1.27 2.23
H 0.400 -3.291 4.032 -1.44 -0.03 -0.38
H -0.947 -4.802 1.992 -0.55 -0.16 0.69
H -3.399 -5.609 3.414 -1.11 -1.06 -0.84
N 4.772 0.122 0.615 -1.82 -6.02 1.65
C 4.511 0.983 1.572 -1.17 -7.35 4.18
C 4.287 0.228 2.838 -1.08 -2.56 -9.08
C 4.039 -1.146 2.474 3.05 1.14 -3.07
C 4.508 -1.272 0.936 -0.45 2.68 4.39
H 5.108 0.207 -0.276 1.07 1.50 -2.61
H 4.848 1.860 1.450 1.95 6.79 -0.62
H 4.312 0.691 3.685 -0.36 2.35 5.20
H 3.883 -1.916 3.251 0.03 0.22 -1.07
H 5.019 -2.091 0.332 -1.26 1.25 0.99
N 6.508 -0.245 -3.094 -3.39 -1.45 -3.67
C 5.449 0.678 -3.376 3.69 2.83 5.26
C 5.597 1.848 -2.389 2.37 -5.61 -2.33
C 6.843 1.461 -1.636 -2.75 -2.19 -2.46
C 7.277 0.090 -2.089 0.65 4.80 3.01
H 6.568 -1.136 -3.717 0.15 2.26 1.92
H 4.684 0.438 -4.011 -1.45 -0.59 -1.64
H 4.894 2.688 -2.375 0.72 -0.30 0.26
H 7.129 2.069 -0.812 0.85 -0.08 0.47
H 8.137 -0.461 -1.660 -0.85 0.28 -0.78
N -3.485 -2.011 3.008 -0.26 -4.89 0.48
C -2.701 -0.978 3.206 -4.40 5.00 -4.39
C -3.427 0.152 2.457 0.13 0.42 -0.33
C -4.788 -0.369 1.959 4.60 -4.60 2.26
C -4.676 -1.863 2.265 2.05 4.47 1.00
H -3.028 -2.970 3.403 -2.24 2.90 -1.72
H -1.771 -1.102 3.642 1.50 0.21 0.69
H -2.944 1.287 2.125 -1.68 -3.51 1.54
H -5.704 -0.009 1.524 0.39 0.70 -0.19
H -5.293 -2.724 2.100 -0.32 0.04 0.04
N -5.266 -0.147 -2.732 1.66 1.33 -2.26
C -4.754 -0.073 -4.052 -0.51 -5.74 1.69
C -4.383 -1.474 -4.465 0.01 4.35 0.15
C -4.376 -2.265 -3.295 -2.00 1.04 1.52
C -4.990 -1.366 -2.243 0.40 -2.87 0.28
H -5.623 0.738 -2.265 0.81 -2.04 -0.44
H -4.799 0.803 -4.569 -0.30 2.03 -1.48
H -4.149 -1.614 -5.568 -0.05 -0.37 1.90
H -4.151 -3.399 -3.246 -0.55 2.31 0.23
H -5.262 -1.566 -1.164 0.45 -0.05 -1.58
C -2.443 3.153 -3.780 -1.93 -1.80 -1.52
N -2.956 3.477 -2.450 0.68 -0.15 3.15
O -3.811 2.732 -2.018 -0.69 -0.08 -0.27
O -2.409 4.325 -1.701 -0.68 -1.21 -2.49
H -2.123 2.087 -3.894 0.10 0.82 1.06
H -1.674 3.818 -3.935 1.60 1.37 -1.01
H -3.281 3.110 -4.545 0.86 0.97 1.07
C 1.108 1.129 6.161 -2.86 -1.75 1.09
N 0.453 0.102 5.191 3.04 -2.05 1.69
O 0.021 0.385 4.139 -1.70 2.37 -2.40
O 0.690 -1.068 5.455 -0.20 -0.25 1.13
H 2.113 1.206 5.730 -0.53 1.12 -0.03
H 1.249 0.436 7.089 -0.52 1.84 -1.37
H 0.232 1.940 6.249 2.89 -1.25 -0.05
C 2.158 1.475 -5.742 1.03 2.89 3.57
N 1.258 2.630 -5.445 -4.36 1.43 0.01
O 0.953 3.358 -6.389 1.00 -0.86 1.34
O 0.624 2.723 -4.322 2.86 -0.68 -2.91
H 2.421 1.452 -6.731 1.71 1.45 -2.38
H 1.556 0.651 -5.843 -1.54 -2.48 1.71
H 2.928 1.686 -4.921 -0.70 -1.63 -1.46
C 0.124 3.362 2.860 2.93 -0.31 -0.15
N -1.097 4.164 2.363 3.63 -3.64 4.79
O -2.074 3.825 2.961 -2.47 0.16 -0.51
O -0.824 5.088 1.729 -0.54 3.65 -3.28
H 1.169 3.819 2.577 -2.37 -0.30 0.33
H 0.141 2.376 2.424 -0.45 -0.30 -0.31
H 0.152 3.138 3.950 -0.73 0.77 -0.79
```
Forces are in eV/Å.

Mulliken population analysis, charges in e, atoms 1 to 6:
1 C -1.92
2 C 2.24
3 C -2.98
4 C 0.81
5 C -1.89
6 C 2.37



Record 2
This record from the Open Molecules 2025 dataset describes 9 unconnected molecules or ions with the total composition C33H55N5O11 at a distorted geometry. The level of theory is ωB97M-V with the def2-TZVPD basis set.

Computed properties:
**Total charge**: 0
**HOMO**: -0.374 Ha
**SMILES**: CCOC(C)=O.O=C1OCCO1.O=C1OCCO1.O=C1OCCO1.CCCC#N.CCCC#N.CCCC#N.CCCC#N.CCCC#N
**Frontier orbital gap**: 10.088 eV
**LUMO energy**: -0.0037 Ha

```
104
Properties=species:S:1:pos:R:3:forces:R:3
C 3.768 3.935 4.734 -0.10 0.84 -1.23
C 3.839 4.458 3.256 0.85 0.20 1.20
O 2.807 3.860 2.480 0.28 0.24 0.82
C 2.758 4.114 1.194 -0.02 -1.06 -3.20
C 1.470 3.563 0.608 -0.27 0.19 -0.28
O 3.621 4.535 0.424 -0.71 0.05 2.31
H 4.362 3.038 4.907 -0.18 0.09 -0.12
H 2.722 3.774 4.996 0.02 -0.18 -0.03
H 4.115 4.745 5.376 0.19 -0.11 0.07
H 3.721 5.540 3.194 -0.36 0.09 0.27
H 4.821 4.315 2.805 -0.03 -0.54 -0.06
H 0.602 4.184 0.832 0.12 0.32 0.05
H 1.193 2.583 0.997 0.36 -0.07 0.07
H 1.606 3.514 -0.472 -0.14 -0.09 0.14
O 1.739 0.538 -1.088 -4.75 -1.22 1.45
C 0.485 0.379 -0.859 6.86 2.87 -2.39
O -0.366 1.276 -1.326 2.89 2.13 -1.21
C -1.625 0.939 -1.047 -4.10 -1.45 -0.13
C -1.444 -0.272 -0.154 -3.53 0.07 0.93
O -0.113 -0.548 -0.233 2.20 -2.26 1.24
H -2.221 1.720 -0.574 0.38 0.22 0.17
H -2.178 0.647 -1.940 0.08 0.11 -0.33
H -1.976 -1.167 -0.477 -0.30 0.30 0.19
H -1.734 0.050 0.846 0.21 -0.73 0.27
O 3.429 -3.266 -5.642 -3.03 3.53 0.93
C 2.689 -2.350 -5.259 0.97 -0.56 0.72
O 1.717 -1.611 -5.932 0.95 -1.94 -1.00
C 1.081 -0.747 -5.064 -2.14 2.44 1.22
C 1.670 -0.930 -3.720 1.48 1.10 0.67
O 2.695 -1.807 -3.982 2.37 -3.64 -0.78
H 1.151 0.319 -5.278 0.64 -0.15 -1.05
H 0.014 -0.828 -4.857 -0.42 -1.07 -1.28
H 1.003 -1.293 -2.939 0.07 -0.12 -0.07
H 2.239 -0.053 -3.410 -0.85 0.33 0.50
O -4.253 -1.988 0.885 -1.83 -2.22 1.19
C -5.031 -2.801 1.399 5.10 2.10 -3.21
O -6.093 -2.501 1.996 -3.65 3.40 2.24
C -6.805 -3.572 2.519 1.29 -2.69 -0.42
C -5.755 -4.690 2.252 -2.86 -1.54 0.24
O -4.866 -4.121 1.379 2.05 -0.55 -0.37
H -6.860 -3.627 3.606 -1.02 1.18 -0.21
H -7.666 -3.812 1.896 -0.43 0.66 0.66
H -6.262 -5.494 1.719 0.25 -0.34 0.22
H -5.444 -5.059 3.229 1.17 -0.01 -0.35
C -4.233 5.432 -2.184 0.46 1.54 -0.86
C -3.030 4.648 -2.680 -0.97 -1.04 1.05
C -3.511 3.652 -3.707 1.08 -1.57 -1.07
C -4.483 2.626 -3.225 1.83 2.99 -1.15
N -5.230 1.875 -2.836 -1.60 -1.78 0.89
H -4.685 5.950 -3.031 0.12 0.19 -0.36
H -3.822 6.244 -1.585 -0.67 -0.13 0.68
H -5.104 4.901 -1.801 0.64 -0.35 0.67
H -2.613 4.067 -1.857 0.01 -0.07 0.23
H -2.183 5.260 -2.991 -0.41 0.15 -0.52
H -2.680 3.035 -4.049 0.43 -0.17 0.18
H -3.765 4.097 -4.670 -0.88 0.21 0.26
C 1.708 -1.327 2.958 1.23 0.01 -0.47
C 2.837 -1.134 1.891 -0.02 0.73 1.77
C 3.552 0.297 2.106 -0.78 -0.65 -0.55
C 4.279 0.524 3.376 0.20 -1.10 -0.97
N 4.907 0.635 4.330 -0.13 0.18 0.16
H 1.344 -2.354 2.954 -0.52 0.15 -0.46
H 0.951 -0.553 2.832 -0.28 -0.38 0.09
H 2.141 -1.256 3.956 0.10 0.42 0.10
H 2.465 -1.301 0.880 -0.05 0.77 -0.02
H 3.559 -1.939 2.029 0.34 0.20 0.15
H 2.869 1.147 2.090 -0.68 -0.28 -0.18
H 4.162 0.495 1.224 0.53 -0.06 0.30
C -1.799 -1.207 6.851 0.26 2.16 2.59
C -1.814 -2.384 6.012 -0.42 -1.97 -2.65
C -2.658 -2.147 4.779 -1.42 -0.72 -0.24
C -2.190 -1.081 3.935 -0.61 -0.44 0.80
N -1.870 -0.202 3.293 0.68 1.31 -1.03
H -0.818 -0.965 7.260 -0.08 -0.32 0.42
H -2.535 -1.390 7.634 0.46 -0.01 0.67
H -2.156 -0.223 6.549 0.06 -0.19 -1.33
H -2.318 -3.193 6.540 0.37 -0.24 -0.02
H -0.910 -2.784 5.552 0.67 0.29 0.92
H -3.671 -1.959 5.134 -0.22 0.54 -0.30
H -2.780 -3.011 4.125 0.29 -0.35 0.12
C 6.124 3.136 -1.594 -0.65 -0.73 -1.43
C 5.025 2.033 -1.556 1.64 -1.11 0.10
C 5.365 0.745 -2.431 -1.27 1.79 0.69
C 4.963 0.955 -3.856 1.13 -0.42 0.90
N 4.628 1.048 -4.950 -0.17 0.14 0.02
H 5.943 3.812 -0.758 0.15 0.42 -0.55
H 6.281 3.537 -2.595 -0.48 0.91 0.16
H 7.076 2.623 -1.465 0.05 -0.17 0.57
H 3.949 2.152 -1.680 0.23 1.09 0.21
H 5.292 1.792 -0.527 -1.16 -1.07 0.30
H 4.664 -0.006 -2.067 0.34 -0.40 0.03
H 6.400 0.522 -2.171 -0.03 -0.47 -0.95
C -0.423 -5.164 -3.871 2.81 0.64 0.42
C -1.862 -5.327 -3.791 -1.04 -0.93 -3.03
C -2.622 -4.562 -2.779 -0.25 1.69 1.07
C -2.676 -3.050 -2.887 0.21 1.41 -0.70
N -2.687 -1.882 -2.984 0.10 -2.78 0.31
H -0.176 -4.185 -4.282 -0.04 0.61 0.72
H 0.108 -5.722 -4.643 -0.47 -0.88 0.18
H 0.076 -5.331 -2.917 0.33 0.16 0.00
H -2.178 -6.370 -3.773 0.11 -0.13 0.52
H -2.068 -5.066 -4.829 -1.33 0.29 -0.04
H -2.097 -4.721 -1.837 -0.34 -0.13 0.41
H -3.645 -4.932 -2.706 0.04 0.14 0.15
```
Forces are in eV/Å.

Mulliken population analysis, charges in e, atoms 1 to 6:
1 C -1.06
2 C -0.38
3 O -0.23
4 C 0.55
5 C -0.59
6 O -0.62